1.
The following is a DFT calculation (the ωB97M-V functional and the def2-TZVPD basis) of a 2-piece molecular cluster, C7H10NO3S overall at a distorted geometry.

As for the LUMO energy (spin up / spin down): 0.1273 / 0.1273 Ha. As for the charge: -1.

Structure (XYZ):
```
22
C7H10NO3S, DFT the ωB97M-V functional and the def2-TZVPD basis
C -0.004 -2.053 -0.711
C -2.170 -0.741 0.548
C 0.187 -1.140 0.302
C 0.244 1.303 0.528
C 1.601 0.227 -1.339
C 2.204 -0.415 0.921
C 0.979 0.070 0.087
N -0.342 -2.845 -1.508
O -4.619 0.357 -0.044
O -2.663 1.561 -1.053
O -2.542 0.502 1.298
S -3.167 0.491 -0.175
H -2.586 -1.563 1.102
H -0.639 1.478 -0.176
H 0.725 2.291 0.474
H -0.414 1.244 1.475
H 1.013 0.340 -2.211
H 2.311 -0.634 -1.681
H 2.182 1.192 -1.359
H 2.066 -0.504 2.054
H 3.113 0.199 0.827
H 2.521 -1.361 0.639
```

Charges in e, computed with natural (NBO), in the same order as the atoms: atom 1 (C): 0.15, atom 2 (C): -0.26, atom 3 (C): -0.14, atom 4 (C): -0.64, atom 5 (C): -0.62, atom 6 (C): -0.57, atom 7 (C): -0.20, atom 8 (N): -0.44, atom 9 (O): -0.94, atom 10 (O): -0.91, atom 11 (O): -0.74, atom 12 (S): 2.20, atom 13 (H): 0.19, atom 14 (H): 0.25, atom 15 (H): 0.20, atom 16 (H): 0.24, atom 17 (H): 0.22, atom 18 (H): 0.20, atom 19 (H): 0.19, atom 20 (H): 0.21, atom 21 (H): 0.18, atom 22 (H): 0.21

---

2.
The following is a DFT calculation (the ωB97M-V functional and the def2-TZVPD basis) of a 3-piece molecular cluster, C7H10NO5 overall at a distorted geometry.

As for the LUMO energy: 0.1222 Ha. As for the charge: -1.

Structure (XYZ):
```
23
C7H10NO5, DFT the ωB97M-V functional and the def2-TZVPD basis
C -0.928 -0.355 -0.346
C -0.176 -2.335 -2.454
C -0.527 0.861 -1.186
C 2.222 1.969 1.616
C 2.587 -0.538 1.113
C 1.788 0.763 1.353
C -1.906 -0.123 0.555
N -3.047 0.108 0.928
O 0.141 -3.409 -2.152
O -0.394 -1.475 -0.615
O -0.533 -1.440 -3.089
O -3.657 0.464 1.933
O -4.119 -0.135 -0.256
H 0.557 0.680 -1.284
H -1.159 0.905 -2.150
H -0.797 1.783 -0.710
H 1.580 2.897 1.650
H -3.586 -0.707 -0.841
H 3.184 2.235 1.972
H 3.533 -0.306 0.634
H 1.862 -1.024 0.364
H 2.628 -1.313 1.961
H 0.746 0.493 1.005
```

Charges in e, computed with natural (NBO), in the same order as the atoms: atom 1 (C): 0.41, atom 2 (C): 1.07, atom 3 (C): -0.69, atom 4 (C): -0.44, atom 5 (C): -0.68, atom 6 (C): -0.16, atom 7 (C): -0.07, atom 8 (N): 0.32, atom 9 (O): -0.57, atom 10 (O): -0.75, atom 11 (O): -0.58, atom 12 (O): -0.51, atom 13 (O): -0.72, atom 14 (H): 0.22, atom 15 (H): 0.24, atom 16 (H): 0.21, atom 17 (H): 0.19, atom 18 (H): 0.44, atom 19 (H): 0.18, atom 20 (H): 0.20, atom 21 (H): 0.25, atom 22 (H): 0.22, atom 23 (H): 0.22

---

3.
The following is a DFT calculation (the ωB97M-V functional and the def2-TZVPD basis) of an isolated ion of composition C7H10NOS2 and charge +1 at a distorted geometry.

As for the expectation value of S²: 2.0236. As for the LUMO energy (spin up / spin down): -0.1323 / -0.2886 Ha. The multiplicity is 3. As for the charge: +1.

Structure (XYZ):
```
21
C7H10NOS2, DFT the ωB97M-V functional and the def2-TZVPD basis
C 0.231 0.508 -0.050
C -1.838 1.036 1.364
C 2.274 0.617 -0.982
C 1.831 2.072 -1.301
C -1.064 -0.051 0.724
C -2.033 -0.743 -0.399
C -0.664 -0.843 1.937
N 1.328 -0.123 -0.155
O -2.571 1.898 1.126
S 0.067 2.141 -0.752
S -1.534 0.176 3.260
H 2.301 0.170 -2.044
H 3.339 0.376 -0.502
H 2.441 2.742 -0.635
H 2.034 2.305 -2.302
H -3.053 -0.920 0.022
H -1.525 -1.642 -0.821
H -2.098 -0.037 -1.247
H 0.338 -0.661 2.346
H -0.934 -1.969 1.913
H -2.746 -0.351 2.985
```

Charges in e, computed with natural (NBO), in the same order as the atoms: atom 1 (C): 0.04, atom 2 (C): 0.44, atom 3 (C): -0.30, atom 4 (C): -0.58, atom 5 (C): -0.24, atom 6 (C): -0.62, atom 7 (C): -0.47, atom 8 (N): -0.29, atom 9 (O): -0.49, atom 10 (S): 0.72, atom 11 (S): 0.29, atom 12 (H): 0.27, atom 13 (H): 0.28, atom 14 (H): 0.29, atom 15 (H): 0.27, atom 16 (H): 0.24, atom 17 (H): 0.24, atom 18 (H): 0.22, atom 19 (H): 0.25, atom 20 (H): 0.27, atom 21 (H): 0.15

---

4.
The following is a DFT calculation (the ωB97M-V functional and the def2-TZVPD basis) of a 2-piece molecular cluster, C7H10O overall at a distorted geometry.

Its SMILES is Cc1ccco1.C=C. As for the LUMO energy: 0.0410 Ha. As for the charge: 0.

Structure (XYZ):
```
18
C7H10O, DFT the ωB97M-V functional and the def2-TZVPD basis
C 2.238 0.126 0.423
C 0.781 0.418 0.302
C 0.149 1.456 -0.401
C -1.150 1.522 0.077
C -1.258 0.505 1.032
O 0.002 0.110 1.385
H 2.732 0.848 1.077
H 2.708 0.178 -0.558
H 2.390 -0.868 0.840
H 0.573 2.000 -1.227
H -1.958 2.127 -0.296
H -2.020 0.355 1.778
C -0.196 -1.387 -0.922
C -1.475 -1.331 -0.425
H 0.514 -2.089 -0.508
H 0.023 -1.033 -1.920
H -1.771 -1.996 0.374
H -2.283 -0.942 -1.030
```

Charges in e, computed with natural (NBO), in the same order as the atoms: atom 1 (C): -0.66, atom 2 (C): 0.32, atom 3 (C): -0.30, atom 4 (C): -0.29, atom 5 (C): 0.10, atom 6 (O): -0.44, atom 7 (H): 0.22, atom 8 (H): 0.23, atom 9 (H): 0.23, atom 10 (H): 0.22, atom 11 (H): 0.23, atom 12 (H): 0.21, atom 13 (C): -0.44, atom 14 (C): -0.43, atom 15 (H): 0.20, atom 16 (H): 0.20, atom 17 (H): 0.20, atom 18 (H): 0.20

---

5.
The following is a DFT calculation (the ωB97M-V functional and the def2-TZVPD basis) of one molecule with the formula C7H10O at a distorted geometry.

Its SMILES is C=C=C(C)COC=C. As for the LUMO energy: 0.0359 Ha. As for the charge: 0.

Structure (XYZ):
```
18
C7H10O, DFT the ωB97M-V functional and the def2-TZVPD basis
C 2.934 1.148 -0.373
C 1.867 0.397 -0.329
C 0.777 -0.301 -0.234
C 0.562 -1.185 0.939
C -0.224 -0.208 -1.328
O -1.494 -0.548 -0.708
C -1.926 0.504 0.120
C -2.988 0.336 0.842
H 2.870 2.170 -0.064
H 3.877 0.879 -0.856
H -0.035 -0.626 1.601
H 1.459 -1.507 1.418
H 0.111 -2.108 0.684
H -0.248 0.867 -1.666
H -0.119 -0.906 -2.097
H -1.260 1.452 0.012
H -3.340 -0.735 0.726
H -3.214 1.199 1.362
```

Charges in e, computed with natural (NBO), in the same order as the atoms: atom 1 (C): -0.49, atom 2 (C): 0.10, atom 3 (C): -0.12, atom 4 (C): -0.62, atom 5 (C): -0.07, atom 6 (O): -0.54, atom 7 (C): 0.12, atom 8 (C): -0.52, atom 9 (H): 0.21, atom 10 (H): 0.22, atom 11 (H): 0.23, atom 12 (H): 0.22, atom 13 (H): 0.22, atom 14 (H): 0.19, atom 15 (H): 0.20, atom 16 (H): 0.18, atom 17 (H): 0.24, atom 18 (H): 0.22

---

6.
The following is a DFT calculation (the ωB97M-V functional and the def2-TZVPD basis) of one molecule with the formula C7H10O at a distorted geometry.

Its SMILES is C1=CC2(CCC2)CO1. As for the LUMO energy: 0.0369 Ha. As for the charge: 0.

Structure (XYZ):
```
18
C7H10O, DFT the ωB97M-V functional and the def2-TZVPD basis
C -2.189 0.938 -0.042
C -0.886 1.189 -0.321
C -0.057 -0.090 -0.090
C 0.920 -0.014 1.153
C 1.998 0.300 0.113
C 1.206 -0.353 -0.997
C -1.314 -1.161 -0.055
O -2.551 -0.447 0.273
H -3.083 1.554 -0.056
H -0.491 2.178 -0.445
H 0.652 0.652 2.053
H 1.124 -1.023 1.486
H 2.079 1.468 0.030
H 2.961 -0.096 0.389
H 1.055 -0.082 -2.020
H 1.252 -1.415 -1.011
H -1.173 -1.989 0.631
H -1.502 -1.610 -1.092
```

Charges in e, computed with natural (NBO), in the same order as the atoms: atom 1 (C): 0.14, atom 2 (C): -0.32, atom 3 (C): -0.04, atom 4 (C): -0.41, atom 5 (C): -0.39, atom 6 (C): -0.42, atom 7 (C): -0.07, atom 8 (O): -0.52, atom 9 (H): 0.20, atom 10 (H): 0.23, atom 11 (H): 0.22, atom 12 (H): 0.20, atom 13 (H): 0.20, atom 14 (H): 0.21, atom 15 (H): 0.22, atom 16 (H): 0.20, atom 17 (H): 0.19, atom 18 (H): 0.17

---

Respective calculated total energy values: -951.1958, -703.5463, -1198.6280, -347.8746, -347.8300, -347.8705 a.u..
Respective relative energy (zero: lowest compared OMol25 entry of this formula, charge and spin) values: 714.0, 357.2, 54.6, 232.5, 349.7, 243.5 kJ/mol.